# C5H11Br2O2P

A 2-piece molecular cluster, C5H11Br2O2P overall in a non-equilibrium geometry (ωB97M-V with the def2-TZVPD basis set, the Open Molecules 2025 dataset).

Atoms and positions in Å:
C1 3.63884 -1.00736 0.58666
O1 3.08018 -0.16067 -0.38127
P1 1.46683 -0.05311 -0.52432
C2 1.48020 0.83578 -2.08120
O2 0.76003 -1.30842 -0.42492
Br1 0.95947 1.52270 0.89573
H1 4.35648 -1.73397 0.16695
H2 2.75897 -1.33647 1.07449
H3 4.14197 -0.41003 1.24305
H4 1.43902 0.15389 -2.91778
H5 0.54803 1.40844 -2.25567
H6 2.49024 1.46690 -2.14472
C3 -3.24060 -1.21677 0.26328
C4 -2.88978 0.06154 0.31167
C5 -2.96774 0.96874 1.48075
Br2 -2.15111 0.90464 -1.26645
H7 -3.83406 -1.72634 1.09296
H8 -3.08495 -1.99211 -0.40865
H9 -3.86015 0.87783 1.90824
H10 -2.18656 0.74706 2.12550
H11 -2.90531 1.99774 1.25568

DFT total energy ... -158832.487 eV
SMILES string ... CO[P@@](C)(=O)Br.C=C(C)Br
Largest force on an atom ... 0.085 Eh/bohr